Entry from the OMol25 dataset: a cluster of 2 separate species, CH2N2O3P2 in total in a non-equilibrium geometry (the ωB97M-V functional and the def2-TZVPD basis).

Properties
- highest occupied orbital energy (alpha / beta) (hartree) = 0.0458 / 0.0457
- ΔE to the lowest compared entry with this formula, charge and spin (kJ/mol) = 121.64
- spin multiplicity = 1
- HOMO-LUMO gap (alpha / beta) (eV) = 5.7 / 5.7
- total charge = -2

Last columns: bonded neighbours and bond lengths (Å).
Element x y z (Å)
1 C -0.215 -2.142 2.022  N2 1.164, P8 1.962
2 N -0.861 -2.829 2.703  C1 1.164
3 N 0.430 1.360 -1.611  P7 1.681, H9 1.075, H10 1.028
4 O 1.036 0.360 1.974  P8 1.486
5 O 1.186 -1.150 -0.041  P8 1.536
6 O -2.028 1.556 -1.758  P7 1.513
7 P -0.946 1.708 -0.711  N3 1.681, O6 1.513
8 P 0.292 -0.521 1.038  C1 1.962, O4 1.486, O5 1.536
9 H -0.094 0.853 -2.400  N3 1.075
10 H 1.200 0.805 -1.217  N3 1.028

Charges in e, computed with Mulliken, in the same order as the atoms:
1. C 0.146
2. N -0.644
3. N -0.610
4. O -0.598
5. O -0.699
6. O -0.634
7. P 0.226
8. P 0.168
9. H 0.277
10. H 0.368